{"formula": "C26H70MgN7O11", "method": "the ωB97M-V functional and the def2-TZVPD basis", "species": ["Mg", "C", "C", "O", "H", "H", "H", "H", "H", "C", "O", "N", "N", "H", "H", "H", "H", "C", "O", "N", "N", "H", "H", "H", "H", "C", "C", "O", "H", "H", "H", "H", "H", "H", "C", "C", "O", "H", "H", "H", "H", "H", "H", "C", "O", "C", "C", "N", "C", "C", "O", "C", "H", "H", "H", "H", "H", "H", "H", "H", "H", "H", "H", "H", "H", "H", "H", "C", "O", "C", "C", "N", "C", "C", "O", "C", "H", "H", "H", "H", "H", "H", "H", "H", "H", "H", "H", "H", "H", "H", "H", "C", "O", "C", "C", "N", "C", "C", "O", "C", "H", "H", "H", "H", "H", "H", "H", "H", "H", "H", "H", "H", "H", "H", "H"], "coordinates": [[-16.99, -16.90, -16.10], [-13.22, -18.23, -20.07], [-14.50, -17.43, -19.61], [-15.14, -17.86, -18.41], [-12.98, -17.90, -21.08], [-13.21, -19.32, -20.20], [-12.43, -18.08, -19.34], [-15.23, -17.32, -20.41], [-14.11, -16.42, -19.46], [-15.37, -19.13, -12.63], [-15.86, -18.59, -13.66], [-15.27, -20.43, -12.51], [-14.77, -18.55, -11.68], [-15.52, -21.07, -13.24], [-15.05, -20.73, -11.57], [-14.79, -18.97, -10.76], [-14.73, -17.54, -11.77], [-10.96, -15.69, -15.64], [-9.77, -15.60, -15.30], [-11.70, -14.80, -16.25], [-11.65, -16.79, -15.72], [-12.68, -15.03, -16.37], [-11.48, -13.82, -16.16], [-12.44, -16.87, -16.35], [-11.12, -17.54, -15.30], [-8.31, -16.84, -21.84], [-8.15, -16.73, -20.36], [-6.77, -16.79, -20.06], [-9.21, -16.40, -22.26], [-8.30, -17.88, -22.15], [-7.47, -16.44, -22.40], [-8.79, -17.44, -19.84], [-8.61, -15.75, -20.21], [-6.48, -16.26, -19.32], [-12.04, -13.36, -21.27], [-11.40, -12.41, -22.27], [-10.13, -12.86, -22.76], [-12.97, -12.97, -20.86], [-11.48, -13.72, -20.40], [-12.38, -14.26, -21.78], [-11.30, -11.40, -21.89], [-11.90, -12.54, -23.24], [-9.65, -13.21, -22.00], [-15.16, -24.19, -21.62], [-16.32, -23.54, -22.03], [-16.53, -22.14, -21.66], [-17.96, -21.57, -22.04], [-18.95, -22.21, -21.20], [-20.34, -22.10, -21.59], [-20.86, -20.96, -20.86], [-22.25, -20.79, -21.10], [-22.62, -19.59, -20.55], [-14.42, -24.22, -22.42], [-15.44, -25.24, -21.51], [-14.83, -24.00, -20.60], [-15.81, -21.46, -22.11], [-16.32, -21.97, -20.60], [-18.24, -21.74, -23.08], [-18.02, -20.49, -21.92], [-18.74, -23.14, -20.87], [-20.85, -23.06, -21.45], [-20.43, -21.83, -22.64], [-20.23, -20.11, -21.14], [-20.74, -21.02, -19.77], [-23.62, -19.34, -20.90], [-21.93, -18.75, -20.68], [-22.63, -20.01, -19.54], [-22.06, -21.67, -14.72], [-21.00, -20.68, -14.87], [-20.63, -20.31, -16.18], [-19.33, -19.42, -16.47], [-19.51, -18.01, -16.05], [-20.54, -17.21, -16.71], [-20.15, -16.66, -18.10], [-18.85, -16.16, -17.99], [-18.46, -15.22, -18.99], [-22.21, -21.70, -13.64], [-21.71, -22.67, -14.98], [-23.02, -21.44, -15.16], [-21.58, -19.91, -16.53], [-20.36, -21.20, -16.75], [-19.30, -19.48, -17.56], [-18.51, -19.96, -15.99], [-19.83, -17.95, -15.09], [-20.68, -16.24, -16.23], [-21.53, -17.65, -16.69], [-20.87, -15.89, -18.39], [-20.25, -17.46, -18.83], [-18.46, -15.70, -19.97], [-17.48, -14.74, -18.90], [-19.13, -14.37, -18.90], [-21.63, -20.00, -28.72], [-20.31, -20.44, -28.30], [-19.53, -19.46, -27.71], [-18.12, -20.09, -27.67], [-17.20, -19.39, -26.78], [-15.91, -20.09, -26.68], [-14.68, -19.21, -26.10], [-14.12, -18.31, -27.02], [-13.97, -16.99, -26.48], [-22.20, -20.84, -29.12], [-21.55, -19.19, -29.45], [-22.20, -19.66, -27.86], [-19.95, -19.33, -26.72], [-19.43, -18.66, -28.44], [-17.69, -20.01, -28.68], [-18.15, -21.16, -27.49], [-16.80, -18.56, -27.19], [-15.53, -20.58, -27.58], [-15.99, -20.99, -26.06], [-13.88, -19.92, -25.94], [-14.86, -18.83, -25.09], [-13.69, -16.32, -27.29], [-13.15, -17.07, -25.77], [-14.73, -16.50, -25.87]], "gap_ev": 4.3, "total_charge": 1, "e_tot_ha": -2443.021417, "de_lowest_kcal_mol": 0.0}